ORCA calculation (ωB97M-V/def2-TZVPD) on a single C4H7NO2 molecule.

Cartesian coordinates (Å):
C -1.935 0.651 -0.096
C -0.755 -0.038 0.543
O -0.427 -1.194 -0.189
C 0.970 -1.236 -0.383
C 1.445 0.148 -0.016
N 2.613 0.594 -0.170
O 0.387 0.820 0.506
H -2.229 1.531 0.482
H -2.779 -0.043 -0.152
H -1.658 0.959 -1.109
H -0.944 -0.294 1.597
H 1.186 -1.459 -1.431
H 1.450 -1.992 0.252
H 2.677 1.554 0.168

Results
Relative energy (zero: lowest compared OMol25 entry of this formula, charge and spin) = 109.1 kJ/mol
Total charge = 0
Gap between HOMO and LUMO = 11.16 eV
Highest occupied orbital energy = -10.235 eV